Molecular formula: C30H26MnN5OS7
Method: DFT, ωB97M-V with the def2-TZVPD basis set

Its energy above the lowest of the compared OMol25 structures with the same formula, charge and spin is 0.872 eV. The expectation value of S² is 0.77. The energy is -148190.5274 eV. As for the multiplicity: 2. For the orbital gap (alpha / beta), the calculation gives 6.159 / 6.188 eV. The value obtained for the highest occupied orbital energy (alpha / beta) is -9.97 / -10.57 eV. Its net charge is +1.

Cartesian coordinates (Å):
1 Mn 0.8167 -0.5650 -0.2489
2 C 2.4549 3.2917 0.8237
3 C 2.3986 1.8819 0.3237
4 N 1.2271 1.3301 0.0633
5 N 0.1699 2.1766 0.1403
6 C -0.9489 1.7733 -0.3286
7 S -1.1551 0.1875 -1.0535
8 S -2.3596 2.7882 -0.0976
9 C -2.7020 3.2300 -1.8572
10 C -1.9328 4.4674 -2.1779
11 C -0.6241 4.3934 -2.6416
12 C 0.0785 5.5489 -2.9347
13 C -0.5121 6.7877 -2.7521
14 C -1.7973 6.8689 -2.2447
15 C -2.5014 5.7164 -1.9527
16 C 3.6268 1.1844 0.0525
17 C 4.8782 1.8044 0.2149
18 C 6.0440 1.1755 -0.1512
19 C 6.0150 -0.0994 -0.7160
20 C 4.8155 -0.7427 -0.8981
21 C 3.6137 -0.1340 -0.4944
22 O 2.4902 -0.7877 -0.6001
23 H 1.4488 3.6374 1.0466
24 H 2.8895 3.9460 0.0683
25 H 3.0658 3.3399 1.7245
26 H -3.7761 3.3888 -1.9252
27 H -2.4142 2.3635 -2.4496
28 H -0.1617 3.4257 -2.7781
29 H 1.0883 5.4846 -3.3129
30 H 0.0256 7.6883 -3.0054
31 H -2.2584 7.8308 -2.0783
32 H -3.5008 5.7834 -1.5473
33 H 4.9243 2.7986 0.6264
34 H 6.9895 1.6726 -0.0026
35 H 6.9346 -0.5789 -1.0109
36 H 4.7613 -1.7236 -1.3489
37 N 1.3358 -2.9070 1.6425
38 C 0.6630 -1.9032 2.3100
39 C 0.5753 -1.9721 3.7067
40 C -0.1718 -1.0376 4.3936
41 C -0.8707 -0.0873 3.6556
42 C -0.6965 -0.0518 2.2900
43 N 0.1084 -0.8928 1.6095
44 C 1.1367 -3.3450 0.3426
45 C 1.5119 -4.6512 0.0174
46 C 1.2679 -5.1220 -1.2552
47 C 0.6480 -4.2785 -2.1699
48 C 0.3500 -2.9876 -1.7840
49 N 0.5950 -2.5199 -0.5590
50 H 1.7469 -3.6040 2.2510
51 H 1.0883 -2.7628 4.2342
52 H -0.2365 -1.0702 5.4701
53 H -1.5253 0.6252 4.1296
54 H -1.2380 0.6789 1.7056
55 H 1.9831 -5.2751 0.7601
56 H 1.5596 -6.1234 -1.5294
57 H 0.4152 -4.6177 -3.1646
58 H -0.1176 -2.2936 -2.4732
59 C -3.6207 -3.0503 3.0351
60 S -5.2877 -3.1328 2.3389
61 C -5.0984 -3.7286 0.7165
62 C -3.9711 -3.8699 -0.0724
63 S -2.3833 -3.4632 0.2739
64 S -4.2928 -4.5565 -1.6780
65 C -6.0197 -4.7193 -1.5357
66 S -6.9943 -5.3238 -2.6959
67 S -6.6319 -4.1788 0.0148
68 H -3.7613 -2.9237 4.1044
69 H -3.0795 -2.2070 2.6169
70 H -3.1035 -3.9800 2.8230